Entry from the Open Molecules 2025 dataset: a cluster of 8 separate species, C12H38Br2F2N2O9S2 in total in a non-equilibrium geometry (ωB97M-V/def2-TZVPD).

```
! RIJCOSX wB97M-V def2-TZVPD def2/J DEFGRID3
* xyz 0 1
N 0.26465 0.00336 -0.12070
H 1.20497 -0.36241 -0.07478
H -0.31320 -0.61779 -0.66875
H 0.38341 0.80022 -0.72981
H -0.22581 0.23352 0.73170
N 2.66189 -0.94385 -0.21498
S 3.59919 -0.78528 -1.64747
O 5.02213 -1.22706 -1.70662
O 3.32410 0.40005 -2.44255
F 2.94241 -1.92667 -2.58473
S 3.76531 -1.38868 0.66548
O 4.80902 -0.40862 1.01526
O 4.10744 -2.81261 0.52375
F 2.91356 -1.46730 2.02290
Br -0.74780 -1.14029 3.29163
C -2.77270 -1.51805 3.26313
C -3.26462 -2.27550 4.44567
Br -5.24574 -2.35397 4.34376
H -2.88278 -2.09161 2.34280
H -3.32337 -0.57986 3.19488
H -2.98125 -1.78876 5.37888
H -2.91059 -3.30635 4.43535
C 1.73508 3.32540 -3.66678
C 1.64361 3.37348 -2.08960
O 1.40575 2.15819 -1.55760
H 2.09430 4.24102 -4.13657
H 0.76346 3.07372 -4.09189
H 2.41657 2.52733 -3.96134
H 0.85859 4.03965 -1.73173
H 2.52700 3.79530 -1.61023
H 2.09786 1.54512 -1.81595
C 1.41744 2.84132 1.73558
C 1.34000 3.26924 3.22487
O -0.08452 3.35563 3.63110
H 2.41350 3.10818 1.38241
H 0.68313 3.39720 1.15258
H 1.25980 1.76291 1.71844
H 1.65464 4.30603 3.34386
H 1.91935 2.71030 3.95975
H -0.21619 3.64981 4.53538
C -3.91696 1.68005 0.90782
C -2.95166 2.51880 1.66693
O -1.67448 1.80876 1.79360
H -4.74175 2.18829 0.40830
H -4.05982 0.69466 1.35132
H -3.41018 1.44132 -0.02721
H -3.29362 2.85581 2.64549
H -2.68651 3.40543 1.09102
H -1.11543 2.43147 2.26401
C -2.30834 -1.67115 -4.12549
C -0.98760 -1.21912 -3.40137
O -1.18015 -0.08601 -2.60423
H -3.17869 -1.56888 -3.47731
H -2.20407 -2.73622 -4.33247
H -2.38747 -1.04623 -5.01505
H -0.25133 -0.88111 -4.13060
H -0.47919 -1.95389 -2.77708
H -1.44718 0.55489 -3.26721
C 0.09856 -5.19636 -0.64146
C 1.04715 -4.09210 -0.34497
O 0.46684 -2.82533 -0.31804
H -0.38362 -5.52604 0.27882
H 0.73490 -6.01481 -0.97807
H -0.70099 -5.00594 -1.35739
H 1.72757 -4.06487 -1.19607
H 1.72381 -4.25818 0.49328
H 1.30064 -2.35558 -0.39367
*
```

Gap between HOMO and LUMO: 10.31 eV
Highest occupied orbital energy: -10.08 eV
Lowest unoccupied orbital energy: 0.2 eV